C37H32AsF6OP2S4Zr as an isolated structure, computed with ωB97M-V/def2-TZVPD.

The HOMO energy (alpha / beta) comes out at -14.0 / -14.0 eV. As for the net charge: +2. The value obtained for the molar mass is 963.01 Da. The energy relative to the best compared isomer or geometry (same formula, charge and spin) is 0.00 kJ/mol. As for the HOMO-LUMO gap (alpha / beta): 7.8 / 5.9 eV. The spin multiplicity is 2.

XYZ file:
```
84
C37H32AsF6OP2S4Zr ωB97M-V/def2-TZVPD
Zr -0.450 1.125 0.939
S 1.676 0.907 2.577
C 2.826 -0.194 1.958
C 4.183 -0.004 2.285
C 5.129 -0.873 1.777
C 4.741 -1.934 0.966
C 3.392 -2.149 0.660
C 2.439 -1.284 1.151
As 0.548 -1.528 0.934
C 0.427 -2.849 -0.447
C 0.162 -4.175 -0.116
C 0.119 -5.132 -1.123
C 0.333 -4.764 -2.443
C 0.601 -3.439 -2.770
C 0.650 -2.477 -1.772
C 0.028 -2.423 2.551
C 0.960 -2.909 3.461
C 0.520 -3.549 4.610
C -0.839 -3.705 4.846
C -1.767 -3.217 3.936
C -1.337 -2.571 2.788
H 4.469 0.827 2.916
H 6.174 -0.729 2.015
H 5.488 -2.614 0.578
H 3.104 -2.995 0.050
H -0.010 -4.461 0.914
H -0.079 -6.166 -0.873
H 0.299 -5.512 -3.224
H 0.777 -3.160 -3.800
H 0.870 -1.446 -2.028
H 2.022 -2.795 3.283
H 1.241 -3.930 5.322
H -1.175 -4.204 5.744
H -2.826 -3.333 4.123
H -2.068 -2.186 2.082
C -3.586 0.221 -2.236
S -2.337 -0.700 -1.374
O -1.978 0.276 -0.221
C -3.282 -1.947 -0.574
C -3.021 -3.264 -0.924
C -3.739 -4.272 -0.292
C -4.679 -3.949 0.673
C -4.920 -2.621 1.021
C -4.222 -1.604 0.397
H -4.348 0.538 -1.526
H -4.005 -0.433 -3.000
H -3.098 1.078 -2.698
H -2.271 -3.499 -1.670
H -3.559 -5.306 -0.552
H -5.234 -4.738 1.163
H -5.656 -2.382 1.777
H -4.385 -0.571 0.676
F -2.147 2.532 1.143
P -2.558 2.236 2.803
F -2.758 3.755 3.024
F -0.907 2.359 2.995
F -2.742 1.784 4.275
F -2.112 0.609 2.353
F -4.017 1.925 2.353
S 0.930 3.358 0.985
P 1.115 3.184 -1.034
S 0.551 1.256 -1.416
C 2.769 3.494 -1.608
C 3.686 2.452 -1.737
C 4.990 2.734 -2.110
C 5.376 4.047 -2.342
C 4.464 5.086 -2.206
C 3.157 4.816 -1.840
C 0.007 4.305 -1.872
C 0.086 4.365 -3.267
C -0.769 5.197 -3.964
C -1.699 5.971 -3.275
C -1.776 5.912 -1.893
C -0.924 5.076 -1.183
H 3.378 1.428 -1.561
H 5.704 1.931 -2.227
H 6.394 4.263 -2.636
H 4.771 6.106 -2.391
H 2.443 5.624 -1.743
H 0.820 3.773 -3.803
H -0.708 5.254 -5.043
H -2.359 6.629 -3.823
H -2.493 6.523 -1.362
H -0.979 5.039 -0.103
```